{"formula": "C40H59F7NO20S2", "method": "ωB97M-V/def2-TZVPD", "charge": 1, "lumo_energy_ev": -5.13, "fmax_ev_per_a": 3.16, "energy_ha": -4614.3512, "multiplicity": 1, "orbital_gap_ev": 5.58, "species": ["H", "H", "C", "O", "C", "H", "H", "H", "C", "O", "H", "C", "H", "H", "C", "H", "H", "C", "H", "C", "H", "O", "C", "C", "F", "H", "O", "C", "H", "H", "O", "F", "C", "C", "O", "C", "O", "H", "H", "O", "O", "C", "O", "H", "H", "H", "C", "C", "H", "O", "C", "H", "C", "C", "H", "H", "C", "N", "H", "O", "H", "F", "H", "H", "H", "O", "H", "C", "H", "O", "C", "C", "H", "O", "H", "C", "H", "F", "C", "F", "H", "H", "F", "H", "C", "O", "O", "H", "H", "H", "H", "C", "H", "H", "C", "S", "C", "H", "O", "H", "H", "F", "C", "C", "H", "O", "S", "H", "H", "C", "C", "H", "C", "H", "C", "O", "C", "C", "C", "H", "H", "H", "C", "H", "H", "C", "H", "H", "H"], "xyz": [[-12.80, 8.47, -7.02], [-12.16, 6.27, -9.04], [-0.05, 4.19, -1.02], [-11.01, 5.44, -5.39], [-1.94, -0.67, -4.79], [-2.82, 6.99, 0.77], [8.15, 1.28, 0.86], [6.83, 0.45, 1.69], [4.57, -10.25, 10.61], [-11.39, 8.94, -2.65], [8.85, -1.07, 0.63], [-0.76, 0.13, -4.24], [3.42, -4.58, 8.56], [5.42, -9.83, 11.15], [-3.72, 6.83, 0.19], [-0.90, 1.21, -4.27], [-3.85, 7.70, -0.47], [2.61, -5.85, 7.03], [4.67, -2.18, -2.63], [4.20, -5.41, -2.17], [-5.49, 7.56, 1.25], [-5.06, 5.20, -0.84], [-11.43, 6.10, -6.29], [4.52, 4.16, -2.04], [-0.63, 4.83, 0.00], [4.79, -6.13, 3.01], [6.46, 0.98, -0.29], [0.20, 5.19, -2.20], [-3.19, 4.74, -0.12], [7.64, -1.52, -1.82], [1.47, 2.30, -2.96], [-0.90, 3.25, -1.47], [5.73, -3.79, -1.65], [7.87, -0.81, 0.23], [6.12, 0.70, -2.45], [4.70, -9.91, 9.13], [-2.38, -3.01, -4.26], [1.71, -5.91, 6.42], [-9.18, 6.15, -4.27], [1.76, 0.91, -1.06], [4.13, -8.59, 8.99], [-10.61, 8.04, -2.69], [2.78, -7.17, -0.20], [4.57, 1.65, -2.59], [-9.15, 5.12, -2.05], [-2.90, -0.20, -4.57], [7.36, 0.53, 0.75], [-8.85, 6.78, -3.45], [4.81, 4.40, -0.02], [-12.45, 5.69, -7.08], [-1.85, -1.97, -4.01], [-10.88, 6.93, -0.86], [4.69, -8.27, 2.56], [-4.98, 6.63, 1.03], [-7.78, 6.95, -3.54], [5.20, 4.11, -2.88], [4.06, -6.95, 2.98], [5.14, 4.80, -0.88], [4.48, -9.16, 0.56], [5.16, -4.62, 5.08], [-4.78, 6.08, 1.95], [1.43, 5.73, -2.12], [5.48, -7.68, 0.60], [0.14, -0.11, -4.81], [-13.73, 6.70, -8.34], [3.09, -6.66, 1.95], [3.31, -9.15, 12.01], [4.26, -4.78, 5.85], [-11.39, 6.08, -2.35], [6.68, -3.27, -1.12], [-0.64, -0.43, -2.82], [1.20, 3.46, -0.46], [5.70, -8.41, 2.95], [-1.06, -1.79, -2.92], [2.79, -3.24, 5.89], [-3.69, 5.56, -0.64], [4.14, -10.60, 8.49], [0.80, 2.76, 0.60], [6.73, 0.39, -1.45], [2.16, 4.30, -0.03], [5.45, -3.36, -3.72], [4.08, -9.10, 2.91], [0.04, 4.61, -3.38], [-10.00, 7.29, -7.33], [3.39, -7.32, 0.82], [3.76, -6.00, 6.16], [-7.00, 5.54, 0.23], [2.92, -3.69, -2.05], [3.59, 4.66, -2.30], [2.40, -10.11, 10.82], [3.15, -4.25, -3.70], [-10.92, 7.45, -6.76], [1.84, -4.05, 8.01], [8.77, -0.16, -1.66], [3.29, -8.34, 10.02], [1.95, 2.20, -1.63], [4.61, -8.19, 1.03], [4.61, -6.06, -2.94], [5.28, -5.00, -1.30], [-8.57, 6.61, -1.32], [2.60, -6.65, 7.76], [-0.70, 6.18, -2.09], [-12.66, 6.63, -8.14], [4.89, -3.23, -2.79], [4.18, -2.96, 6.99], [-9.54, 8.04, -3.53], [4.10, 2.44, -1.56], [-11.76, 8.61, -8.44], [0.38, -0.39, -2.45], [3.64, -4.12, -2.74], [-10.64, 6.74, -1.90], [5.73, -9.89, 8.78], [-12.07, 7.94, -7.64], [3.47, -5.97, -1.58], [3.29, -9.50, 10.99], [2.63, -7.34, 10.08], [2.78, -4.49, 7.68], [7.85, -0.61, -1.29], [3.50, -3.70, 6.59], [-1.86, -0.86, -5.86], [4.89, 5.78, -0.89], [4.55, -11.32, 10.80], [-9.22, 6.20, -2.09], [-3.22, 5.70, -1.61], [-1.29, 0.09, -2.12], [-5.84, 5.76, 0.13], [3.57, -7.01, 3.94], [7.18, -1.60, 0.50], [-10.73, 8.10, -5.91]], "mulliken_charge": [0.27, 0.25, 0.82, -0.56, -0.46, 0.30, 0.29, 0.36, -0.52, -0.60, 0.42, -0.32, 0.22, 0.27, -0.52, 0.26, 0.32, -0.05, 0.07, -0.28, 0.31, -0.40, 0.51, -0.14, -0.27, 0.17, -0.41, 0.54, 0.03, 0.21, -0.54, -0.22, 0.52, -0.47, -0.75, -0.43, -0.55, 0.21, 0.07, -0.60, -0.30, 0.56, -0.71, 0.48, 0.37, 0.26, -0.50, -0.22, 0.25, -0.38, 0.41, 0.32, -0.57, -0.44, 0.36, 0.50, -0.10, -0.59, 0.37, -0.59, 0.26, -0.27, 0.19, 0.27, 0.33, -0.35, 0.31, 0.61, 0.26, -0.63, 0.01, 0.45, 0.35, -0.38, 0.25, 0.07, 0.27, -0.23, 0.79, -0.22, 0.33, 0.31, -0.20, 0.28, 0.53, -0.34, -0.56, 0.28, 0.12, 0.26, 0.37, -0.17, 0.39, 0.36, 0.53, 1.00, -0.40, 0.25, -0.32, 0.05, -0.02, -0.21, -0.45, -0.20, 0.32, -0.39, -0.02, 0.35, 0.08, -0.67, -0.50, 0.30, -0.60, 0.31, -0.46, -0.56, -0.49, -0.38, -0.47, 0.32, 0.28, 0.33, -0.25, 0.15, 0.09, 0.47, 0.13, 0.18, 0.15]}



{"formula": "C40H60BBaF4N4O16", "method": "ωB97M-V/def2-TZVPD", "charge": 2, "lumo_energy_ev": [-5.27, -9.84], "s_squared": 0.754, "fmax_ev_per_a": 3.20, "energy_ha": -3432.0022, "multiplicity": 2, "orbital_gap_ev": [8.12, 3.53], "species": ["H", "H", "H", "C", "C", "H", "C", "H", "H", "H", "C", "O", "C", "H", "C", "H", "C", "C", "C", "H", "O", "C", "C", "C", "C", "F", "H", "H", "O", "B", "C", "C", "H", "C", "H", "O", "O", "C", "H", "H", "H", "H", "C", "F", "H", "H", "H", "H", "C", "C", "H", "H", "H", "H", "H", "H", "N", "C", "H", "H", "H", "C", "H", "N", "C", "C", "C", "H", "C", "O", "O", "O", "H", "C", "Ba", "H", "H", "H", "O", "H", "H", "C", "H", "H", "F", "C", "O", "N", "H", "H", "H", "F", "H", "H", "H", "O", "C", "C", "C", "C", "H", "C", "O", "H", "C", "H", "H", "O", "C", "H", "H", "C", "H", "C", "O", "H", "H", "C", "N", "C", "O", "H", "H", "H", "O", "H"], "xyz": [[23.19, -1.34, -1.62], [22.44, 1.24, 4.56], [16.36, 0.82, -3.07], [15.28, 1.24, 4.75], [25.00, 4.41, -1.55], [26.08, 6.19, -1.86], [16.17, -2.93, 3.18], [15.29, -5.84, 1.80], [19.87, -1.66, 4.60], [22.49, 0.07, 6.66], [16.50, 2.02, -0.73], [24.35, -3.13, 6.83], [23.29, -1.71, 3.72], [21.38, 0.53, 7.92], [15.17, -4.97, 2.45], [21.67, -1.92, -1.99], [16.61, -3.54, -1.11], [22.70, 1.61, -3.94], [23.54, -0.59, 2.90], [14.50, 1.69, 6.73], [21.83, 2.58, -3.37], [26.34, 2.39, -1.70], [17.98, -3.37, -0.89], [27.49, 3.08, -2.02], [18.33, -0.04, -3.23], [21.36, 0.97, 1.05], [20.76, -0.31, 6.51], [17.42, -1.42, 4.26], [17.59, 1.56, -1.51], [20.04, 0.65, 1.24], [25.44, 0.01, 4.25], [27.38, 4.43, -2.13], [22.21, 3.80, -4.94], [16.55, 2.16, 6.65], [18.79, -0.85, -2.65], [21.21, 1.70, 6.25], [13.82, 0.79, 2.92], [18.83, -4.27, -1.46], [14.25, -4.52, 2.09], [16.62, 2.33, 7.71], [25.72, -1.19, 6.02], [16.80, -6.14, -3.36], [24.16, -1.98, 4.78], [19.70, -0.05, 0.06], [19.89, -4.07, -1.49], [22.89, -0.46, 2.05], [22.59, 1.58, -5.02], [18.35, -2.53, -0.31], [17.12, 0.48, -2.37], [21.48, 1.69, 4.82], [21.64, -0.34, -4.17], [22.91, 5.92, 5.07], [26.38, 1.31, -1.74], [18.56, 1.78, 3.94], [20.70, 1.03, 4.43], [21.98, -0.88, -0.45], [13.93, 0.90, 4.13], [17.51, -2.21, 3.52], [28.40, 2.54, -2.21], [21.47, 3.19, 3.22], [15.80, 2.50, -1.41], [18.90, 1.81, -4.66], [20.35, -3.41, 4.67], [23.98, 2.21, -0.78], [22.18, 5.25, 4.60], [16.99, -5.45, -2.55], [18.35, -5.35, -2.26], [19.13, -5.96, -2.69], [17.77, 2.08, 5.86], [19.27, 0.96, -3.60], [22.87, 2.75, -0.63], [18.39, -3.05, 4.20], [20.21, -2.75, 3.19], [22.15, -1.06, -1.52], [20.18, 2.12, -1.33], [21.56, 4.69, -3.65], [15.05, -4.62, -2.14], [15.55, -3.01, 4.06], [16.32, -4.16, 2.37], [17.96, -0.48, -4.15], [22.42, -2.31, 3.53], [19.74, -2.66, 4.17], [16.41, 0.96, 2.92], [16.81, 2.64, 0.10], [19.28, 1.76, 1.32], [15.37, 1.70, 6.09], [14.39, -2.96, -0.42], [15.59, -2.69, -0.34], [22.12, 5.49, 3.54], [14.94, -5.25, 3.48], [24.09, 4.96, -1.41], [19.83, -0.15, 2.29], [21.20, 5.60, 4.93], [19.74, 2.51, -4.69], [15.91, 1.18, -0.34], [22.50, 3.86, 4.86], [16.46, 1.31, 3.94], [24.61, 0.25, 3.12], [16.11, -4.55, -1.91], [25.13, -1.02, 5.13], [16.68, -0.37, -1.84], [21.48, 0.44, 6.84], [16.01, -1.71, 0.29], [20.46, 3.47, 4.72], [21.40, 3.11, 4.30], [18.89, 1.16, -5.54], [23.72, 1.87, -3.65], [23.12, -3.99, 5.42], [26.15, 5.11, -1.87], [23.29, -0.34, -3.65], [15.48, -2.30, 2.63], [22.33, 0.15, -3.49], [18.01, 2.40, -4.49], [17.64, 1.78, 4.51], [24.13, 1.06, -0.49], [23.19, 4.13, -3.49], [17.95, -1.87, 2.58], [22.20, 3.83, -3.85], [23.85, -3.09, 5.71], [25.11, 3.03, -1.40], [12.93, 0.81, 4.87], [24.84, 1.08, 2.47], [18.67, 2.51, 6.26], [26.32, 0.60, 4.45], [21.95, 0.17, -2.15], [28.25, 4.98, -2.44]], "lowdin_spin": [0.00, 0.00, 0.00, 0.00, 0.00, 0.00, 0.01, 0.00, 0.03, 0.00, 0.00, 0.00, 0.00, 0.00, 0.00, 0.00, 0.00, 0.00, 0.00, 0.00, 0.00, 0.00, 0.00, 0.00, 0.00, 0.00, 0.00, 0.06, 0.00, 0.00, 0.00, 0.00, 0.00, 0.01, 0.00, 0.00, 0.00, 0.00, 0.00, 0.00, 0.00, 0.00, 0.00, 0.00, 0.00, 0.00, 0.00, 0.00, 0.00, 0.00, 0.00, 0.00, 0.00, 0.00, 0.00, 0.00, 0.00, 0.09, 0.00, 0.00, 0.00, 0.00, 0.00, 0.00, 0.00, 0.00, 0.00, 0.00, 0.00, 0.00, 0.00, 0.64, 0.03, 0.00, 0.00, 0.00, 0.00, 0.00, 0.00, 0.00, 0.00, 0.07, 0.00, 0.00, 0.00, 0.00, 0.00, 0.00, 0.00, 0.00, 0.00, 0.00, 0.00, 0.00, 0.00, 0.00, 0.01, 0.00, 0.00, 0.00, 0.00, 0.00, 0.00, 0.00, 0.00, 0.00, 0.00, 0.00, 0.00, 0.00, 0.00, 0.00, 0.00, 0.01, 0.00, 0.00, 0.02, 0.00, 0.00, 0.00, 0.00, 0.00, 0.00, 0.00, 0.00, 0.00]}



Which of these has the lowest charge? C40H59F7NO20S2



Among the records above, which one has the highest charge? C40H60BBaF4N4O16



Number 2 is which compound? C40H60BBaF4N4O16



Among the records above, which one has the highest charge? C40H60BBaF4N4O16